# 1
Entry from the Open Molecules 2025 dataset: 2 unconnected molecules or ions with the total composition C7H14N3O2 (ωB97M-V/def2-TZVPD).

Structure (XYZ):
```
26
Properties=species:S:1:pos:R:3
C 3.8658 -0.7412 -0.4123
C 1.9927 0.6385 -0.5984
C -0.1685 0.0619 0.1495
C -2.1617 -1.4435 0.4142
C 0.0238 -2.3341 -0.6924
C -1.8060 1.8115 -0.5836
C -0.2460 2.1816 1.2178
N -0.7197 -1.2102 -0.0198
N -0.8405 1.2384 0.3299
N 1.2465 0.0085 0.2474
O 3.6924 -1.1536 0.6791
O 2.0307 1.5555 -1.3535
H 4.6386 -0.6413 -1.1779
H -2.4211 -2.4399 0.1518
H -2.1412 -1.2792 1.4114
H -2.8522 -0.7269 -0.1053
H 0.8820 -1.9750 -1.1663
H 0.3269 -3.0535 0.0614
H -0.5790 -2.8833 -1.5149
H -1.1142 2.4067 -1.2544
H -2.4538 1.0967 -1.1249
H -2.4958 2.4364 0.0374
H 0.1152 3.0604 0.7845
H -1.0448 2.5355 1.9121
H 0.6092 1.7480 1.9294
H 1.6205 -0.8979 0.6777
```

**Calculated total energy**: -589.41297 Ha
**<S²>**: 2.006
**LUMO level (alpha / beta)**: -4.086 / -4.620 eV
**HOMO-LUMO gap (alpha / beta)**: 5.40 / 9.37 eV
**HOMO level (alpha / beta)**: -9.49 / -13.99 eV
**2S+1**: 3
**Net charge**: +1

Charges per atom according to Mulliken partitioning, unit e:
1. C -0.03
2. C 0.33
3. C 0.32
4. C -0.92
5. C -1.10
6. C -0.87
7. C -1.08
8. N 0.06
9. N 0.14
10. N -0.15
11. O -0.42
12. O -0.40
13. H 0.36
14. H 0.39
15. H 0.40
16. H 0.24
17. H 0.43
18. H 0.43
19. H 0.34
20. H 0.32
21. H 0.36
22. H 0.30
23. H 0.43
24. H 0.37
25. H 0.34
26. H 0.43



# 2
Entry from the Open Molecules 2025 dataset: a gas-phase ion, C4H12NS2 (charge +1) (ωB97M-V/def2-TZVPD).

Structure (XYZ):
```
19
Properties=species:S:1:pos:R:3
C -2.3858 -3.0137 -0.9611
S -1.2793 -2.1780 0.2348
S 0.2095 -1.3141 -0.8796
C -0.1038 0.5123 -0.6871
C 1.0770 1.1380 0.0591
C 0.8391 2.5679 0.5390
N 1.4987 0.3057 1.2419
H -3.3687 -2.5604 -0.8892
H -2.0297 -2.8944 -1.9814
H -2.3500 -4.0410 -0.6385
H -0.1223 0.9005 -1.6925
H -1.0145 0.5445 -0.0921
H 1.9303 1.1249 -0.6097
H 0.2459 2.6170 1.4581
H 1.7748 3.1070 0.6564
H 0.2338 3.0975 -0.1984
H 2.5155 0.3017 1.3210
H 1.2955 -0.6862 0.9864
H 1.0338 0.4709 2.1330
```

**Calculated total energy**: -1010.49071 Ha
**LUMO level**: -3.308 eV
**HOMO-LUMO gap**: 9.20 eV
**HOMO level**: -12.50 eV
**2S+1**: 1
**Net charge**: +1

Charges per atom according to Mulliken partitioning, unit e:
1. C -0.75
2. S -0.02
3. S -0.13
4. C -0.91
5. C 0.25
6. C -1.31
7. N -0.25
8. H 0.29
9. H 0.29
10. H 0.31
11. H 0.43
12. H 0.44
13. H 0.28
14. H 0.40
15. H 0.38
16. H 0.35
17. H 0.36
18. H 0.19
19. H 0.38



# 3
Entry from the Open Molecules 2025 dataset: 4 unconnected molecules or ions with the total composition C38H71N3O9 (ωB97M-V/def2-TZVPD).

Structure (XYZ):
```
121
Properties=species:S:1:pos:R:3
C -3.1538 -2.9725 -1.1964
O -2.0523 -3.6357 -1.9290
C -2.4657 -3.9814 -3.3069
C -3.0243 -2.7182 -4.1907
C -1.8016 -1.6026 -4.2564
C -2.1238 -0.4135 -5.3392
C -1.5795 -0.6976 -6.8624
C -0.0295 -1.2478 -6.9388
C 0.1142 -2.8711 -7.1176
C 1.4612 -3.5069 -6.3603
C 2.8346 -2.7737 -6.8737
C 4.1598 -3.0504 -5.9488
C 5.3692 -4.0303 -6.5606
C 6.7804 -4.3332 -5.7156
C 7.0648 -3.6733 -4.2309
C 5.8536 -2.7247 -3.6109
C 4.4442 -2.4205 -4.4585
C 3.3576 -1.4369 -3.7204
O 2.0360 -1.4003 -3.9539
C 3.8942 -0.4009 -2.5223
C 5.1574 -0.6682 -1.7569
C 6.0595 -2.0156 -2.1119
O 6.9081 -2.5107 -1.1746
H -3.1432 -3.1657 -0.0378
H -4.2250 -3.2339 -1.6082
H -3.0382 -1.7912 -1.3238
H -1.5207 -4.4094 -3.8882
H -3.3049 -4.8160 -3.3434
H -3.1742 -3.0883 -5.3085
H -4.0101 -2.2256 -3.7726
H -1.7720 -1.0904 -3.1787
H -0.7764 -2.1476 -4.4057
H -3.2963 -0.2298 -5.2966
H -1.6201 0.5810 -4.9408
H -2.3466 -1.3587 -7.4924
H -1.5769 0.3616 -7.4125
H 0.5074 -0.7617 -7.8876
H 0.5301 -0.8026 -6.0020
H 0.3147 -3.0597 -8.2792
H -0.8575 -3.4766 -6.8629
H 1.3407 -3.5864 -5.1991
H 1.5172 -4.6313 -6.7576
H 3.0771 -3.2383 -7.9461
H 2.7339 -1.6119 -7.0572
H 5.2923 -4.5536 -7.6280
H 7.6533 -5.0166 -6.1527
H 8.0527 -3.8348 -3.6188
H 3.1914 0.5332 -2.2840
H 5.4264 0.1096 -0.9107
C 0.4049 -2.0636 0.1012
O -0.5037 -1.6520 1.1151
C 0.0581 -1.6548 2.4359
C 0.3464 -0.2265 2.9245
N 1.4783 0.3763 2.2117
C 1.5899 1.8322 2.3528
C 0.3737 2.7065 1.9804
O 0.0927 2.7735 0.5813
C -0.5596 1.6289 0.0529
H -0.1742 -2.2919 -0.7980
H 1.1013 -1.2630 -0.1488
H 0.9602 -2.9603 0.3940
H 0.9443 -2.2990 2.5035
H -0.7063 -2.0868 3.0868
H 0.5749 -0.2513 3.9974
H -0.5692 0.3531 2.7890
H 1.3982 0.1643 1.2214
H 2.4277 2.1387 1.7180
H 1.8820 2.0549 3.3881
H 0.6185 3.7338 2.2754
H -0.5287 2.4489 2.5448
H -1.2922 1.2083 0.7475
H 0.1822 0.8832 -0.2305
H -1.0837 1.9199 -0.8606
C 1.2758 3.5641 6.5007
O 2.0232 3.1996 7.6545
C 2.9673 2.1427 7.4265
C 4.4065 2.6792 7.3754
N 4.6565 3.4563 6.1563
C 5.8614 4.2923 6.1953
C 6.0237 5.3019 7.3514
O 5.1393 6.4224 7.2941
C 3.8099 6.1492 7.7099
H 0.4181 4.1582 6.8284
H 1.8700 4.1841 5.8292
H 0.9051 2.6854 5.9635
H 2.7163 1.5538 6.5347
H 2.8857 1.4755 8.2883
H 5.1075 1.8357 7.4088
H 4.5602 3.2800 8.2742
H 3.8613 4.0637 5.9806
H 5.8747 4.8556 5.2565
H 6.7383 3.6308 6.1775
H 7.0316 5.7248 7.2650
H 5.9893 4.8314 8.3397
H 3.7710 5.4529 8.5524
H 3.2324 5.7735 6.8662
H 3.3448 7.0877 8.0214
C -9.3030 0.3030 1.3718
O -8.5375 1.3882 0.8626
C -7.7445 2.0569 1.8546
C -6.2563 1.6990 1.7160
N -5.9873 0.3156 2.1238
C -4.6896 -0.2130 1.6896
C -4.3365 -0.1648 0.1879
O -5.0800 -1.0704 -0.6295
C -6.4053 -0.6537 -0.9205
H -10.0608 0.0460 0.6264
H -8.6792 -0.5776 1.5260
H -9.8094 0.5670 2.3056
H -8.1183 1.8741 2.8704
H -7.8547 3.1262 1.6569
H -5.6624 2.3759 2.3430
H -5.9770 1.8731 0.6748
H -6.7119 -0.2887 1.7470
H -4.6643 -1.2614 2.0045
H -3.9022 0.3041 2.2550
H -3.2917 -0.4844 0.0965
H -4.3685 0.8478 -0.2279
H -6.4780 0.4259 -1.0791
H -7.0738 -0.9769 -0.1235
H -6.7332 -1.1555 -1.8342
```

**Calculated total energy**: -2331.14720 Ha
**LUMO level**: -1.828 eV
**HOMO-LUMO gap**: 6.84 eV
**HOMO level**: -8.67 eV
**2S+1**: 1

Here are the Mulliken charges for atoms 1 to 99, given in e:
1. C -0.05
2. O -0.40
3. C -0.47
4. C -0.50
5. C 0.76
6. C -0.76
7. C -0.66
8. C -0.34
9. C -0.65
10. C -0.32
11. C -0.55
12. C 0.37
13. C -0.67
14. C -0.38
15. C -0.50
16. C 0.12
17. C 0.51
18. C 0.22
19. O -0.43
20. C -0.27
21. C -0.48
22. C 0.33
23. O -0.54
24. H 0.20
25. H 0.26
26. H -0.28
27. H 0.29
28. H 0.27
29. H 0.36
30. H 0.16
31. H -0.19
32. H -0.34
33. H 0.29
34. H 0.29
35. H 0.27
36. H 0.29
37. H 0.45
38. H 0.02
39. H 0.39
40. H 0.23
41. H 0.21
42. H 0.31
43. H 0.37
44. H 0.28
45. H 0.21
46. H 0.28
47. H 0.33
48. H 0.32
49. H 0.30
50. C -0.51
51. O 0.03
52. C -1.01
53. C 0.09
54. N -0.27
55. C -0.46
56. C -0.39
57. O -0.52
58. C -0.02
59. H -0.07
60. H 0.21
61. H 0.36
62. H 0.39
63. H 0.38
64. H 0.36
65. H -0.02
66. H 0.00
67. H 0.35
68. H 0.16
69. H 0.39
70. H 0.27
71. H 0.03
72. H -0.07
73. H 0.34
74. C -0.64
75. O -0.34
76. C -0.63
77. C -0.21
78. N -0.23
79. C -0.72
80. C -0.46
81. O -0.43
82. C -0.47
83. H 0.27
84. H 0.25
85. H 0.27
86. H 0.22
87. H 0.40
88. H 0.39
89. H 0.13
90. H 0.03
91. H 0.37
92. H 0.37
93. H 0.35
94. H 0.35
95. H 0.27
96. H 0.13
97. H 0.33
98. C -0.69
99. O -0.31



# 4
Entry from the Open Molecules 2025 dataset: a molecular structure, C41H48F12MoN4O2Si4Te (ωB97M-V/def2-TZVPD).

Structure (XYZ):
```
113
Properties=species:S:1:pos:R:3
Mo 0.6312 -0.1201 -0.0911
C -2.9483 -5.0301 -4.0411
C -2.4843 -4.0137 -3.0300
C -3.1337 -3.8378 -1.8156
C -2.6912 -2.9125 -0.8934
C -1.5799 -2.0893 -1.1284
N -1.1739 -1.1816 -0.1409
C -2.1276 -0.7370 0.8064
C -3.3861 -0.2951 0.3823
C -4.3125 0.2215 1.2638
C -4.0229 0.3330 2.6200
C -5.0142 0.9253 3.5884
C -2.7743 -0.0917 3.0429
C -1.8198 -0.6147 2.1688
C -0.4308 -1.0345 2.6467
O 0.5509 -0.6602 1.7386
C 0.0191 -0.3085 3.9504
F 1.2908 -0.5851 4.2287
F -0.0764 1.0197 3.7687
F -0.6998 -0.6156 5.0383
C -0.3553 -2.5791 2.8420
F 0.9016 -2.9915 2.9950
F -1.0534 -2.9535 3.9248
F -0.8678 -3.2272 1.7947
C -0.8852 -2.2936 -2.3430
C -1.3595 -3.2376 -3.2547
C 0.4187 -1.5510 -2.6339
O 0.4625 -0.3061 -2.0357
C 1.6113 -2.3699 -2.0646
F 2.7811 -1.7692 -2.2773
F 1.6979 -3.6141 -2.5013
F 1.4578 -2.4185 -0.6990
C 0.6683 -1.2807 -4.1449
F 1.6325 -0.3818 -4.3152
F 1.0300 -2.3799 -4.8239
F -0.4439 -0.7907 -4.7107
H -3.9562 -5.3761 -3.8128
H -2.2951 -5.9054 -4.0559
H -2.9567 -4.6125 -5.0490
H -3.9981 -4.4474 -1.5746
H -3.2055 -2.8324 0.0537
H -3.6316 -0.3752 -0.6700
H -5.2770 0.5507 0.8910
H -6.0356 0.6473 3.3265
H -4.9620 2.0166 3.5907
H -4.8223 0.5861 4.6060
H -2.5463 -0.0078 4.0949
H -0.8198 -3.3932 -4.1785
N -4.1034 5.2065 -0.9238
C -4.7817 6.3247 -0.4806
C -5.8259 7.0710 -1.0275
C -6.2568 8.1524 -0.2903
C -5.6717 8.4847 0.9483
C -4.6401 7.7412 1.4760
C -4.1891 6.6407 0.7425
N -3.1748 5.7383 1.0326
C -3.1626 4.9159 0.0260
C -2.2275 3.7778 -0.0880
C -2.2844 2.8663 -1.1298
C -1.3972 1.8074 -1.1596
N -0.4692 1.6462 -0.2120
C -0.3922 2.5373 0.7915
C -1.2551 3.6075 0.8860
H -4.2608 4.7170 -1.7858
H -6.2778 6.8195 -1.9778
H -7.0648 8.7627 -0.6718
H -6.0443 9.3436 1.4902
H -4.1851 7.9897 2.4256
H -3.0211 2.9310 -1.9189
H -1.4077 1.0644 -1.9444
H 0.3793 2.3616 1.5291
H -1.1818 4.3021 1.7105
C 4.6700 -0.6113 3.1328
Si 5.7536 0.5782 2.1969
C 5.3581 2.3201 2.7301
C 7.5511 0.2518 2.6022
Si 5.2899 0.3746 -0.0922
Te 2.8934 1.1513 0.0423
Si 5.8335 -1.7664 -0.8757
C 7.6833 -1.8776 -0.5765
C 4.9615 -3.0715 0.1278
C 5.6207 -2.1183 -2.6939
Si 6.2227 2.0526 -1.4153
C 8.0839 2.0564 -1.2383
C 5.7555 1.7390 -3.1922
C 5.5707 3.7201 -0.9022
H 4.7591 -0.4283 4.2080
H 4.9455 -1.6503 2.9408
H 3.6207 -0.4843 2.8518
H 5.5153 2.4159 3.8087
H 4.3197 2.5706 2.5080
H 5.9961 3.0511 2.2269
H 7.7535 0.5629 3.6317
H 8.2244 0.8067 1.9438
H 7.7996 -0.8073 2.5232
H 7.9641 -1.6601 0.4528
H 8.2220 -1.1797 -1.2225
H 8.0307 -2.8875 -0.8172
H 5.3469 -3.1080 1.1487
H 5.1157 -4.0533 -0.3299
H 3.8867 -2.8868 0.1862
H 5.9762 -1.2985 -3.3191
H 4.5934 -2.3366 -2.9797
H 6.2338 -2.9972 -2.9153
H 8.5269 1.1041 -1.5367
H 8.3819 2.2546 -0.2051
H 8.5139 2.8404 -1.8690
H 6.2920 0.8822 -3.6030
H 5.9948 2.6137 -3.8041
H 4.6838 1.5407 -3.2841
H 5.7755 3.9302 0.1502
H 4.4897 3.7757 -1.0453
H 6.0437 4.4991 -1.5078
```

**Calculated total energy**: -4653.50255 Ha
**<S²>**: 2.032
**LUMO level (alpha / beta)**: -1.041 / -1.371 eV
**HOMO-LUMO gap (alpha / beta)**: 6.23 / 5.98 eV
**HOMO level (alpha / beta)**: -7.27 / -7.35 eV
**2S+1**: 3

Here are the Mulliken charges for atoms 1 to 99, given in e:
1. Mo -0.45
2. C -1.58
3. C 0.53
4. C -1.10
5. C -0.19
6. C -0.07
7. N 1.82
8. C -0.57
9. C 0.46
10. C -1.12
11. C 0.68
12. C -1.69
13. C -1.06
14. C -1.34
15. C 2.22
16. O -0.45
17. C 0.10
18. F -0.21
19. F -0.19
20. F -0.24
21. C 0.30
22. F -0.22
23. F -0.29
24. F -0.19
25. C -0.79
26. C -0.89
27. C 2.18
28. O -0.73
29. C 0.37
30. F -0.21
31. F -0.31
32. F -0.11
33. C 0.26
34. F -0.19
35. F -0.26
36. F -0.27
37. H 0.38
38. H 0.31
39. H 0.38
40. H 0.35
41. H 0.45
42. H 0.63
43. H 0.40
44. H 0.41
45. H 0.28
46. H 0.40
47. H 0.53
48. H 0.60
49. N 0.07
50. C 0.76
51. C -1.07
52. C -0.40
53. C -0.48
54. C -0.76
55. C 0.48
56. N -0.64
57. C -0.27
58. C 1.45
59. C -0.86
60. C -0.67
61. N 0.81
62. C -0.64
63. C -1.01
64. H 0.16
65. H 0.39
66. H 0.38
67. H 0.38
68. H 0.44
69. H 0.35
70. H 0.52
71. H 0.60
72. H 0.54
73. C -0.48
74. Si 0.40
75. C -0.98
76. C -1.12
77. Si -0.08
78. Te -0.47
79. Si 1.04
80. C -1.18
81. C -0.97
82. C -0.78
83. Si 0.50
84. C -1.04
85. C -0.97
86. C -0.95
87. H 0.45
88. H 0.29
89. H -0.35
90. H 0.39
91. H 0.27
92. H 0.22
93. H 0.38
94. H 0.27
95. H 0.32
96. H 0.20
97. H 0.25
98. H 0.41
99. H 0.40



For reference, F_max by record: 4.55; 1.79; 8.65; 1.24 eV/Å.